C20H22N6O3S as an isolated structure in a non-equilibrium geometry. Source: the OMol25 dataset; level of theory: ωB97M-V/def2-TZVPD.

XYZ file:
```
52
Properties=species:S:1:pos:R:3:forces:R:3:lowdin_charge:R:1
C 4.457224 0.119225 -2.530137 -3.7 6.7 -4.8 -0.01
H 5.213003 -0.347220 -2.134512 4.0 -2.7 1.9 0.03
H 4.267317 0.061064 -3.635980 1.5 0.1 0.6 0.13
H 4.485300 1.252485 -2.288082 0.8 -1.5 -0.5 0.13
C 3.150840 -0.245442 -2.072312 8.0 -12.2 4.1 -0.54
N 2.108886 0.132193 -2.674763 -2.4 -4.6 -5.4 -0.32
S 1.050399 -0.920749 -3.185547 -12.0 5.2 -4.4 0.85
O 1.432032 -2.017271 -3.913725 3.4 -4.4 -1.1 -0.24
O -0.066325 -0.118517 -4.201601 4.5 -2.0 4.6 -0.41
C -0.143709 -1.440338 -1.819265 4.5 1.0 -4.4 -0.33
C -1.348121 -1.011043 -1.640986 -2.5 8.0 -4.5 -0.11
C -2.106998 -1.299921 -0.647992 -0.8 -2.5 4.6 -0.05
C -1.650637 -2.148321 0.296719 4.0 -10.6 0.8 -0.18
C -0.511577 -3.118593 -0.059599 -1.2 7.8 -3.5 0.10
C 0.221597 -2.504404 -1.214171 4.7 -10.0 6.1 -0.10
H 1.309054 -3.160344 -1.400905 -3.2 2.3 0.1 0.19
H -0.087273 -3.786236 0.617781 0.5 -1.2 0.7 0.08
N -2.309114 -2.866130 1.391026 -2.5 9.9 0.7 0.12
C -3.440449 -2.278296 2.188396 6.9 2.5 -3.4 -0.35
O -3.942311 -2.988013 2.949235 -3.3 -1.6 2.5 0.16
C -3.271386 -0.690229 2.136741 0.2 -3.5 2.1 -0.08
C -1.923413 -0.237768 2.285801 -14.6 8.6 -0.6 0.13
C -2.068475 1.197455 2.400660 7.6 -2.7 0.6 -0.18
C -3.129905 1.886914 2.469347 -9.7 5.9 -1.8 0.02
C -4.656784 1.341471 2.153519 11.8 -4.5 2.2 0.13
C -4.527993 -0.045940 2.313721 11.8 9.2 -2.1 -0.01
H -5.308344 -0.432103 2.300681 -12.2 -7.6 0.0 -0.01
H -5.492986 1.775585 2.336634 -5.1 3.5 0.7 0.03
H -3.117353 3.067342 2.531373 0.3 -2.7 0.1 0.14
N -0.784210 1.971254 2.579212 -4.4 -1.2 -1.0 -0.02
C -0.582909 3.237837 2.437981 4.6 4.7 0.5 -0.18
N 0.763047 3.497174 2.503551 -2.4 -1.9 0.3 0.08
N 1.244741 2.124125 2.671418 12.7 13.0 -0.2 -0.03
N 0.404822 1.429047 2.610882 -10.9 -14.8 0.4 -0.04
H -1.130150 4.160338 2.432890 -1.0 -0.5 -0.3 0.12
H -1.205196 -0.767467 2.297588 9.6 -6.6 0.1 0.01
H -2.450167 -3.763443 1.425639 -0.1 -6.4 -0.6 0.05
H -2.875334 -0.958628 -0.106208 -4.0 3.0 -0.4 0.08
H -1.622904 -0.052536 -2.171899 0.2 -1.4 -0.2 0.16
C 1.661742 1.236952 -2.330071 -5.3 13.9 4.7 -0.25
C 1.505631 1.458122 -0.558007 -2.0 -0.6 -3.6 -0.08
C 2.933381 0.826856 -0.060331 -7.0 12.3 7.1 -0.29
C 3.185740 -0.371432 -0.569985 -0.5 -5.8 -0.6 -0.21
H 4.145333 -0.599739 -0.067820 -0.2 -1.3 -1.1 0.15
H 2.309530 -1.079271 -0.315947 1.6 0.7 0.3 0.15
H 3.451113 1.793811 -0.222972 1.2 -1.2 -0.6 0.12
H 2.649867 1.131625 1.132284 1.6 -2.1 -2.5 0.14
H 1.195757 2.614375 -0.280426 1.3 -3.0 -0.7 0.13
H 0.499516 0.818260 -0.489268 2.3 1.0 0.9 0.10
H 0.736978 1.525133 -2.859598 0.1 -0.5 0.5 0.12
H 2.265244 2.125264 -2.616094 0.5 -0.6 0.0 0.14
H 3.105930 -1.534514 -2.394875 0.7 2.9 0.9 0.20
```
Positions in Å, forces in eV/Å.

Calculated values
HOMO level: -8.67 eV
Relative energy (zero: lowest compared OMol25 entry of this formula, charge and spin): 586.7 kcal/mol
M: 426.50 g mol⁻¹
Gap between HOMO and LUMO: 0.28579 Ha
Energy: -1726.9383 Ha
Maximum force: 18.362 eV/A